Entry 1:
Here is a cluster of 3 separate species, C28H40F16N3O8P2 in total from OMol25. Energies are from the ωB97M-V functional and the def2-TZVPD basis.

Computed properties:
Net charge: +1
Orbital gap (Eh): 0.311
Spin multiplicity: 1
Electronic energy (eV): -112587.679
LUMO energy (eV): -3.7

```
97
Properties=species:S:1:pos:R:3:forces:R:3
C 1.8244 1.7387 -3.7221 0.8 -0.8 -0.3
C 2.1084 0.6504 -4.7621 -0.4 0.4 0.1
N 2.8090 0.8363 -5.8005 0.1 -0.1 0.4
C 1.5601 -0.7744 -4.5955 0.8 -0.1 -0.7
N 1.6577 -1.2508 -3.1980 -0.2 0.4 -0.5
C 2.8662 -1.1176 -2.6332 1.1 0.2 -0.5
C 3.1173 -1.5401 -1.3876 -0.1 -0.4 0.8
C 2.0617 -2.1209 -0.6762 0.4 0.5 0.9
C 2.4192 -2.6333 0.7113 0.5 -2.0 0.6
O 2.6941 -3.7985 0.8496 -0.5 1.4 -0.2
O 2.4767 -1.8080 1.8280 -0.3 0.9 -0.8
P 3.5193 -0.4953 1.6902 1.7 -0.1 -0.8
P 2.3744 1.2641 1.0506 -1.2 0.6 -0.5
O 1.6924 0.9911 -0.2298 -0.3 -0.7 -0.1
O 3.3836 2.4935 0.8087 -0.1 -0.6 1.3
O 1.3399 1.7148 2.2096 0.6 0.1 -0.4
C 0.7972 -2.2627 -1.2180 -0.1 -0.1 0.5
C -0.3057 -2.9491 -0.4035 -0.3 0.4 -0.5
C -1.2465 -2.0383 0.4405 0.7 -0.4 0.7
C -0.5759 -0.8784 1.1830 -1.6 0.4 0.4
N -1.5917 -0.3004 2.1311 0.2 -0.1 -0.6
C 0.6326 -1.7840 -2.5309 -1.0 -0.5 0.2
O -0.5470 -1.8571 -3.1741 0.7 0.7 0.3
C -1.5482 -1.0133 -2.5159 -1.4 0.0 -0.5
C -2.3513 -0.0722 -3.4528 0.5 1.0 -0.2
C -1.6633 0.2932 -4.7709 0.2 -0.5 -0.4
C -2.6292 1.2234 -2.6222 -0.8 -0.8 0.3
C -3.3617 0.8255 -1.2976 0.3 0.1 -0.3
C -3.4890 2.2524 -3.3679 0.4 0.6 0.5
H 2.2424 2.6730 -4.1094 -0.4 0.0 0.1
H 2.4200 1.5023 -2.8265 -0.5 0.1 0.1
H 0.7666 1.8204 -3.4661 0.2 0.1 0.1
H 3.1344 1.8044 -5.8068 -0.1 0.0 -0.3
H 0.5753 -0.9235 -5.0272 -0.1 0.2 0.5
H 2.2419 -1.4127 -5.1717 -0.2 0.1 0.1
H 3.6724 -0.6800 -3.2149 -0.4 0.0 -0.3
H 4.1078 -1.4314 -0.9637 -0.1 0.0 0.0
H 3.9130 -0.1577 2.9965 -1.0 -0.4 0.1
H 2.8573 3.2865 0.6169 0.2 0.0 0.0
H 0.4842 1.2774 2.0735 0.0 0.1 0.2
H 0.2011 -3.6646 0.2527 -0.2 0.1 -0.1
H -0.9396 -3.5327 -1.0845 0.2 0.0 0.1
H -2.0913 -1.6241 -0.1097 0.2 -0.2 -0.1
H -1.6830 -2.6885 1.2151 0.1 0.1 -0.2
H -0.3372 -0.0831 0.4674 0.6 -0.3 0.0
H 0.2627 -1.1924 1.8084 0.1 0.0 -0.5
H -2.4818 -0.7537 1.9376 0.0 0.1 0.3
H -1.7584 0.6747 1.8960 -0.1 -0.1 0.1
H -1.0808 -0.3953 -1.7410 0.2 -0.3 -0.2
H -2.2771 -1.6981 -2.0761 0.4 0.1 0.1
H -3.3408 -0.4775 -3.7055 0.3 -0.3 0.2
H -1.4158 -0.5894 -5.3781 -0.2 0.1 0.2
H -0.7198 0.8339 -4.6387 -0.3 0.1 0.1
H -2.3232 0.9024 -5.3933 0.1 -0.1 0.2
H -1.6584 1.6369 -2.3053 -0.1 0.2 -0.5
H -2.6332 0.7980 -0.4768 -0.4 -0.1 0.0
H -4.1586 1.5339 -1.0504 0.3 0.0 0.1
H -3.8366 -0.1618 -1.3790 0.0 0.2 0.1
H -3.4273 3.1918 -2.7975 -0.1 -0.2 -0.2
H -3.1446 2.4929 -4.3767 -0.1 -0.2 0.1
H -4.5529 1.9864 -3.3622 0.3 -0.2 -0.2
C 6.2039 3.1819 3.3108 0.0 0.2 -0.7
C 5.8752 2.0130 4.2643 0.9 0.5 0.1
C 4.7829 2.2503 5.3125 -0.5 -0.3 0.2
F 5.0985 3.2327 6.1657 0.2 0.1 -0.1
F 4.6156 1.1225 6.0459 0.1 -0.1 -0.2
F 7.0087 1.5863 4.8439 -0.1 -0.1 0.1
F 5.4331 0.9759 3.4690 0.0 0.4 0.1
O 7.3369 3.9884 3.6077 -0.2 -0.2 0.8
C 7.2267 5.0617 4.4838 -0.5 -0.2 -0.9
C 8.0826 4.8732 5.7400 0.4 0.0 0.4
F 7.7313 3.7579 6.4079 -0.2 -0.1 -0.1
F 7.9072 5.9208 6.5729 -0.1 0.1 -0.2
F 5.9357 5.3101 4.7695 0.0 0.0 0.3
F 7.6847 6.1425 3.8218 0.2 0.0 0.2
H 6.4680 2.7111 2.3632 0.1 -0.1 0.1
H 5.3249 3.7883 3.0902 -0.1 0.0 0.3
H 3.8269 2.4888 4.8343 0.1 0.0 -0.1
H 9.1396 4.7990 5.4755 0.0 0.1 -0.1
C -6.3098 -3.6922 1.9029 -0.2 -0.6 0.4
C -5.3664 -2.4959 1.6629 -0.1 -0.6 -0.5
C -6.0023 -1.1072 1.5569 0.0 0.5 0.2
F -6.8524 -1.0041 0.5244 0.0 -0.2 -0.1
F -5.0223 -0.1868 1.3534 0.2 -0.1 0.1
F -4.5965 -2.7480 0.5749 0.0 0.2 -0.1
F -4.5174 -2.4503 2.7291 -0.1 0.2 0.1
O -6.6912 -4.4791 0.7775 0.1 0.8 -0.4
C -7.7692 -4.1014 -0.0118 0.0 -0.3 1.1
C -7.3444 -3.7742 -1.4469 0.1 -0.1 -0.5
F -6.4377 -2.7729 -1.4775 0.0 0.0 0.2
F -8.4148 -3.3731 -2.1633 -0.1 -0.1 0.2
F -8.4540 -3.0988 0.5653 0.0 0.2 -0.3
F -8.6026 -5.1582 -0.0553 0.1 0.0 -0.3
H -5.7385 -4.3873 2.5182 0.1 0.0 -0.1
H -7.1707 -3.4167 2.5122 0.0 0.3 -0.2
H -6.5320 -0.8437 2.4760 0.1 -0.1 0.1
H -6.9036 -4.6518 -1.9242 -0.1 -0.1 0.1
```
Forces are in eV/Å.

=====

Entry 2:
Here is the ion C28H40F5N3O8PS with charge +1 from OMol25. Energies are from the ωB97M-V functional and the def2-TZVPD basis.

Computed properties:
Net charge: +1
SMILES: COCCCCCCCCCCc1cc(S(=O)(=O)C(F)(F)C(F)(F)F)c(CCC(N)=O)c2c(P(=O)(O)O)c(CCC(N)=O)[nH+]cc12
Orbital gap (Eh): 0.179
Spin multiplicity: 1
Electronic energy (eV): -84214.742
LUMO energy (eV): -6.2

```
86
Properties=species:S:1:pos:R:3:forces:R:3
C 8.3775 -3.9168 1.1293 0.2 -0.7 -0.1
O 8.4305 -2.4634 1.4695 -1.2 -1.4 -1.6
C 7.3390 -1.7326 0.7851 0.0 0.3 -0.7
C 7.8895 -0.3544 0.0386 0.4 0.0 0.3
C 7.0047 0.9798 0.4314 0.3 -0.5 -0.1
C 5.5601 1.0877 -0.3372 0.0 0.5 0.4
C 4.4886 1.7670 0.7265 -0.6 -1.2 -0.5
C 2.9981 1.9860 0.0498 0.6 1.2 0.0
C 2.4004 3.4208 0.6348 0.4 -0.7 -0.1
C 1.9791 3.3308 2.2231 -1.1 0.0 0.0
C 0.7053 2.2848 2.4779 0.1 0.4 -1.1
C -0.5700 2.9112 1.6573 -1.5 -0.1 -0.1
C -1.2561 1.8526 0.5839 -0.9 -2.0 -3.8
C -0.9109 1.9125 -1.0154 -1.8 -1.7 2.4
C -1.6100 0.8728 -2.1335 -1.5 -0.2 5.7
S -1.0338 1.2766 -3.8415 5.8 -2.8 -3.4
O 0.5439 1.1951 -3.8166 -5.8 1.1 1.0
O -1.5044 0.5138 -5.0480 -0.3 2.0 3.8
C -1.3886 3.1243 -4.1859 -3.1 2.2 -1.8
F -2.1261 3.1755 -5.5041 2.5 -0.2 4.5
F -2.3043 3.7345 -3.1951 3.3 -1.8 -2.9
C 0.0014 3.9916 -4.4464 1.3 3.0 -1.4
F 0.7296 3.5260 -5.6796 -2.6 1.5 5.1
F 0.8702 4.1132 -3.2537 -3.0 -0.7 -4.3
F -0.4586 5.3905 -4.7842 1.6 -4.9 1.3
C -2.6718 -0.3263 -1.6365 1.9 2.7 0.6
C -3.2845 -1.1980 -2.8497 0.3 1.1 -1.8
C -2.2013 -2.2466 -3.5804 0.5 -1.4 -0.5
C -0.7738 -2.3609 -2.7544 1.4 -1.9 4.8
N 0.5394 -1.8498 -3.3478 -4.5 -0.1 0.5
O -0.7704 -2.9308 -1.5270 -0.2 3.7 -7.1
C -2.9888 -0.4375 -0.0332 0.3 0.2 -0.2
C -3.9874 -1.6005 0.5870 2.1 3.2 4.6
P -4.8212 -3.0088 -0.3425 -5.6 -3.3 -4.0
O -6.1538 -2.5545 -1.1330 5.8 -1.0 3.3
O -3.7333 -3.9668 -1.3761 -2.6 1.4 1.9
O -5.4444 -4.3473 0.6537 3.5 1.8 -0.9
C -4.2727 -1.4813 2.2177 1.0 0.2 -1.0
C -5.2998 -2.4546 3.0929 -0.5 1.0 0.1
C -6.8678 -2.2085 2.5643 0.0 -1.0 0.3
C -7.8406 -1.5277 3.6898 -7.0 -0.6 -0.9
N -7.4245 -0.6497 4.8479 1.1 -2.5 -1.1
O -9.1793 -1.7338 3.5458 8.9 1.1 1.0
N -3.6216 -0.4168 3.1289 2.0 1.3 -4.0
C -2.6548 0.6075 2.6162 -1.6 -2.4 -2.9
C -2.3139 0.6445 1.0186 0.2 0.6 1.2
H 9.3047 -4.4924 1.5856 -1.8 1.6 -0.8
H 8.4134 -4.0839 -0.0408 -0.1 0.5 2.3
H 7.4126 -4.4518 1.5545 1.8 1.3 -0.8
H 6.8894 -2.4471 -0.0413 0.6 1.5 1.8
H 6.5585 -1.4292 1.6061 1.2 -0.7 -1.7
H 7.9783 -0.4988 -1.1430 -0.4 0.3 2.6
H 8.9810 -0.1887 0.4293 -2.0 -0.3 -0.7
H 6.7701 0.9273 1.5916 0.7 0.2 -2.3
H 7.6819 1.9309 0.2027 -1.6 -2.0 0.6
H 5.6758 1.7844 -1.2879 -0.4 -1.5 1.9
H 5.1603 0.0291 -0.7088 0.9 2.2 0.9
H 4.3270 1.0141 1.6271 0.6 1.6 -1.7
H 4.9040 2.7821 1.1365 -0.8 -1.9 -0.8
H 2.2621 1.0762 0.2275 1.6 1.9 -0.3
H 3.1444 2.1293 -1.1099 -0.4 -0.4 2.2
H 3.2464 4.2362 0.5319 -1.7 -1.7 0.2
H 1.5252 3.7624 -0.0789 1.5 -0.5 1.7
H 2.8622 2.9966 2.9322 -1.7 0.9 -1.7
H 1.5555 4.4017 2.5227 1.2 -2.2 -0.3
H 0.9250 1.2106 2.0275 -0.3 2.2 1.2
H 0.4086 2.2097 3.6092 0.8 0.1 -2.2
H -1.4156 3.2128 2.4435 1.7 -0.6 -1.8
H -0.3158 3.9270 1.0881 -0.5 -2.5 1.1
H -0.1238 2.7554 -1.3250 -2.0 -2.2 0.4
H -4.3392 -1.6690 -2.7279 2.1 0.7 0.5
H -3.4898 -0.3948 -3.7181 0.5 -1.6 2.1
H -2.0497 -1.9864 -4.7364 -0.2 -0.1 2.8
H -2.6269 -3.3620 -3.6220 0.8 2.6 0.5
H 0.9953 -1.1688 -2.6982 -0.5 -1.0 -0.8
H 0.2559 -1.3960 -4.2544 0.9 -0.3 1.3
H -4.3250 -4.6327 -1.8694 0.8 1.5 1.1
H -4.6924 -5.0175 0.8126 -1.5 1.4 -0.4
H -5.3353 -2.1402 4.2386 0.6 -0.4 -2.5
H -4.9880 -3.5844 3.0925 -0.6 2.4 -0.5
H -7.2945 -3.3008 2.3422 0.7 2.7 0.4
H -6.9245 -1.5784 1.5799 0.1 -1.2 1.9
H -7.1990 -1.3357 5.6293 -0.7 1.2 -0.9
H -6.5149 -0.1739 4.6608 -0.9 -0.5 -0.1
H -3.8177 -0.3711 4.1755 0.1 -0.5 -2.0
H -2.1746 1.3865 3.3659 -1.2 -2.0 -1.7
```
Forces are in eV/Å.

=====

Entry 3:
Here is a structure of composition C28H40N2O4Zr from OMol25. Energies are from the ωB97M-V functional and the def2-TZVPD basis.

Computed properties:
Net charge: +4
Orbital gap (Eh): 0.218
Spin multiplicity: 1
Electronic energy (eV): -42097.160
LUMO energy (eV): -14.0
Relative energy (zero: lowest compared OMol25 entry of this formula, charge and spin) (eV): 0.0000

```
75
Properties=species:S:1:pos:R:3:forces:R:3
Zr 0.4063 0.0333 0.3723 0.5 -0.3 -0.4
C -0.4176 2.2441 2.5387 0.0 -0.1 0.0
C -0.9316 0.9233 3.0764 0.1 0.0 0.0
O -0.1266 -0.1602 2.4674 0.0 -0.1 0.2
C 0.8081 -0.9288 3.3095 0.1 0.1 0.0
C 2.2122 -0.4974 2.9504 0.0 -0.1 0.0
O 2.2490 -0.4865 1.4848 0.0 0.2 0.1
C 3.4892 -0.0152 0.8423 -0.1 0.0 0.2
C 3.2454 1.3906 0.3508 0.0 0.0 0.0
O 1.9556 1.3658 -0.3678 0.0 0.0 0.0
C 1.3745 2.6722 -0.6872 0.1 0.0 0.0
C 0.6736 3.1914 0.5504 0.0 0.0 0.0
O -0.0019 2.0291 1.1391 0.1 0.1 0.1
H 0.4614 2.6016 3.0761 0.0 0.0 0.0
H -1.2020 3.0001 2.5612 0.0 0.0 0.0
H -1.9645 0.7241 2.8096 0.0 0.0 0.0
H -0.8110 0.8767 4.1570 -0.1 0.0 0.0
H 0.6281 -1.9796 3.0903 0.0 0.0 0.0
H 0.5899 -0.7437 4.3594 0.0 0.0 0.0
H 2.9384 -1.2199 3.3242 0.0 0.0 0.0
H 2.4597 0.4983 3.3214 0.0 0.0 0.0
H 3.7040 -0.7113 0.0352 0.0 0.0 0.0
H 4.2993 -0.0399 1.5705 0.0 0.0 0.0
H 4.0215 1.7029 -0.3476 0.0 0.0 0.0
H 3.1677 2.1081 1.1684 0.0 0.0 0.0
H 0.6839 2.4941 -1.5135 0.0 0.0 0.0
H 2.1556 3.3489 -1.0332 0.0 0.0 0.0
H -0.0661 3.9499 0.2959 0.0 0.0 0.0
H 1.3647 3.5898 1.2930 0.0 0.0 0.0
C 2.4225 0.1321 -3.6455 0.0 0.0 0.0
C 2.6630 -0.9775 -2.6596 0.0 0.0 0.0
C 3.8807 -1.6521 -2.6249 0.0 0.0 0.0
C 4.1063 -2.7047 -1.7412 0.0 0.0 0.0
C 3.1215 -3.1078 -0.8477 0.0 -0.1 0.0
C 1.8888 -2.4700 -0.8443 0.0 0.0 -0.1
C 0.7613 -2.9690 0.0195 0.1 0.0 0.0
C 1.6819 -1.4222 -1.7655 0.0 0.1 0.0
N 0.3939 -0.8084 -1.6343 -0.1 0.0 0.1
C -0.6376 -0.9037 -2.3886 -0.1 0.0 -0.1
C -0.6844 -1.4875 -3.7385 0.0 0.0 0.0
C -1.8888 -0.3991 -1.6748 -0.1 0.0 -0.1
C -3.1960 -0.4054 -2.3559 0.0 0.0 0.0
N -1.6722 -0.0624 -0.4486 -0.1 0.1 0.0
C -2.7554 0.3527 0.4283 -0.2 0.1 0.0
C -3.3105 -0.6213 1.2696 0.1 0.0 -0.1
C -2.8729 -2.0611 1.2050 0.0 0.0 0.1
C -4.3054 -0.2147 2.1494 0.0 0.0 0.0
C -4.7202 1.1106 2.1922 0.0 0.0 0.0
C -4.1693 2.0472 1.3275 -0.1 0.0 0.1
C -3.1883 1.6838 0.4100 0.1 0.0 -0.1
C -2.7060 2.6788 -0.6153 0.0 0.0 0.0
H 3.3066 0.7594 -3.7537 0.0 0.0 0.0
H 1.5784 0.7668 -3.3706 0.0 0.0 0.0
H 2.2183 -0.2785 -4.6374 0.0 0.0 0.0
H 4.6636 -1.3606 -3.3155 0.0 0.0 0.0
H 5.0579 -3.2211 -1.7583 0.0 0.0 0.0
H 3.3009 -3.9445 -0.1828 0.0 0.0 0.0
H 1.1181 -3.6609 0.7809 0.0 0.0 0.0
H -0.0347 -3.4553 -0.5473 0.0 0.0 0.0
H 0.2128 -2.1830 0.6085 -0.1 -0.1 0.1
H 0.2636 -1.9383 -4.0220 0.0 0.0 0.0
H -0.9400 -0.7003 -4.4595 0.0 0.0 0.0
H -1.4823 -2.2320 -3.8112 0.0 0.0 0.0
H -3.4544 -1.4280 -2.6544 0.0 0.0 0.0
H -3.1340 0.1712 -3.2851 0.0 0.0 0.0
H -3.9901 -0.0147 -1.7255 0.0 0.0 0.0
H -3.0179 -2.4982 0.2144 0.0 0.0 0.0
H -3.4379 -2.6679 1.9093 0.0 0.0 0.0
H -1.8161 -2.1844 1.4690 0.0 0.0 0.0
H -4.7701 -0.9459 2.7996 0.0 0.0 0.0
H -5.4983 1.4089 2.8832 0.0 0.0 0.0
H -4.5348 3.0672 1.3371 0.0 0.0 0.0
H -2.7724 3.6988 -0.2376 0.0 0.0 0.0
H -3.3363 2.6472 -1.5077 0.0 0.0 0.0
H -1.6805 2.4944 -0.9456 0.0 0.0 0.0
```
Forces are in eV/Å.